No. 1
ORCA calculation (the ωB97M-V functional and the def2-TZVPD basis) on a 10-piece molecular cluster, C13H47N19O10 overall.

XYZ file:
```
89
Properties=species:S:1:pos:R:3
C -17.61 -19.15 10.05
O -17.20 -20.20 10.44
N -16.99 -18.60 8.98
N -18.56 -18.40 10.46
H -17.42 -17.76 8.61
H -16.23 -19.07 8.52
H -19.08 -18.52 11.31
H -18.90 -17.63 9.88
C -17.00 -17.70 0.10
O -18.05 -18.07 0.55
N -16.68 -17.64 -1.20
N -15.94 -17.79 0.88
H -15.70 -17.75 -1.40
H -17.41 -17.75 -1.89
H -15.05 -17.55 0.48
H -16.05 -17.77 1.88
C -18.93 -15.07 9.66
O -18.96 -16.16 9.07
N -17.93 -14.19 9.47
N -19.63 -14.70 10.68
H -17.60 -13.70 10.29
H -17.26 -14.31 8.73
H -20.22 -15.33 11.21
H -19.25 -13.84 11.05
C -18.56 -13.75 5.02
O -18.23 -14.47 5.91
N -19.82 -13.67 4.60
N -17.70 -13.09 4.26
H -19.96 -13.47 3.62
H -20.51 -14.30 4.98
H -16.80 -13.09 4.71
H -18.15 -12.41 3.67
C -14.52 -19.89 4.84
O -14.66 -18.92 4.09
N -15.58 -20.35 5.41
N -13.37 -20.53 5.09
H -16.40 -19.77 5.29
H -15.58 -21.02 6.17
H -13.39 -21.35 5.67
H -12.53 -20.25 4.61
C -13.74 -15.41 4.18
O -13.41 -14.29 3.94
N -13.49 -16.42 3.39
N -14.38 -15.79 5.30
H -13.80 -17.31 3.75
H -12.80 -16.45 2.65
H -14.83 -15.06 5.82
H -14.77 -16.72 5.28
C -17.73 -22.90 3.20
O -16.67 -23.60 3.19
N -18.90 -23.32 2.77
N -17.78 -21.65 3.68
H -19.77 -22.85 2.96
H -18.93 -24.26 2.42
H -18.64 -21.42 4.16
H -16.91 -21.21 3.95
C -20.57 -15.64 1.60
O -20.53 -15.36 0.42
N -19.49 -15.92 2.33
N -21.70 -15.91 2.20
H -18.61 -16.07 1.86
H -19.66 -16.30 3.24
H -22.57 -15.78 1.72
H -21.67 -15.97 3.21
C -18.04 -17.95 5.66
O -18.14 -19.09 5.26
N -17.41 -16.99 4.96
N -18.43 -17.55 6.80
H -17.40 -16.05 5.33
H -16.81 -17.22 4.18
H -18.82 -18.21 7.45
H -18.46 -16.57 7.04
C -22.01 -24.74 7.35
C -21.36 -24.29 6.03
C -19.86 -23.95 6.31
O -19.74 -22.85 7.27
C -18.48 -22.32 7.19
N -21.31 -25.51 5.20
H -23.00 -25.20 7.44
H -22.13 -23.86 7.98
H -21.39 -25.49 7.85
H -21.94 -23.45 5.64
H -19.62 -23.55 5.32
H -19.36 -24.83 6.70
H -17.62 -22.94 6.92
H -18.26 -21.90 8.17
H -18.62 -21.57 6.41
H -20.41 -25.93 5.05
H -21.78 -26.27 5.66
```

Computed properties:
ΔE to the lowest compared entry with this formula, charge and spin: 110.6 kcal/mol
total charge: 0
SMILES: COC[C@H](C)N.NC(N)=O.NC(N)=O.NC(N)=O.NC(N)=O.NC(N)=O.NC(N)=O.NC(N)=O.NC(N)=O.NC(N)=O
Kohn-Sham gap: 0.326 Ha
electronic energy: -63035.907 eV
spin multiplicity: 1
LUMO: -0.080 eV

---

No. 2
ORCA calculation (the ωB97M-V functional and the def2-TZVPD basis) on CH4IP as an isolated structure.

XYZ file:
```
7
Properties=species:S:1:pos:R:3
C -0.35 -0.58 -0.07
P 0.54 1.12 0.05
I -2.51 -0.17 0.19
H -0.31 -0.72 -1.12
H -0.18 -1.59 0.38
H 1.19 1.07 1.25
H 1.62 0.86 -0.67
```

Computed properties:
ΔE to the lowest compared entry with this formula, charge and spin: 34.0 kcal/mol
total charge: 0
Kohn-Sham gap: 0.351 Ha
electronic energy: -18490.048 eV
spin multiplicity: 1
LUMO: 0.215 eV

---

No. 3
ORCA calculation (the ωB97M-V functional and the def2-TZVPD basis) on an isolated ion of composition CH3BrO3P and charge -1.

XYZ file:
```
9
Properties=species:S:1:pos:R:3
C 0.05 0.17 -0.13
O 0.43 1.04 -2.61
O 0.32 2.70 1.08
O -1.69 2.44 -0.54
P -0.36 1.98 -0.03
Br 1.14 2.31 -1.83
H 0.31 0.01 -1.26
H 0.97 0.10 0.52
H -0.63 -0.54 0.07
```

Computed properties:
ΔE to the lowest compared entry with this formula, charge and spin: 58.6 kcal/mol
total charge: -1
Kohn-Sham gap: 0.297 Ha
electronic energy: -86559.905 eV
spin multiplicity: 1
LUMO: 3.599 eV

---

No. 4
ORCA calculation (the ωB97M-V functional and the def2-TZVPD basis) on a 17-piece molecular cluster, C47H132N10O31 overall.

XYZ file:
```
220
Properties=species:S:1:pos:R:3
C -7.10 0.13 2.34
C -8.06 0.26 1.11
O -7.65 -0.71 0.10
O -5.69 0.31 2.16
H -7.28 -0.88 2.73
H -7.38 0.89 3.09
H -7.90 1.26 0.71
H -9.13 0.23 1.51
H -7.41 -1.52 0.58
H -5.37 0.31 1.23
C -6.82 -4.13 2.14
C -6.16 -4.96 3.16
O -5.18 -5.67 2.41
O -6.15 -3.05 1.65
H -7.77 -3.81 2.66
H -7.16 -4.81 1.32
H -6.85 -5.72 3.51
H -5.68 -4.42 4.03
H -4.50 -6.09 3.02
H -5.66 -3.35 0.83
C 2.82 1.94 -1.95
C 3.48 3.29 -2.40
O 2.93 3.73 -3.65
O 2.57 1.17 -3.10
H 1.95 2.13 -1.40
H 3.49 1.37 -1.25
H 4.53 2.99 -2.59
H 3.38 4.07 -1.58
H 2.99 3.09 -4.37
H 2.75 0.26 -2.85
C 4.25 -1.47 -1.76
C 5.04 -1.18 -3.04
O 4.50 -1.88 -4.14
O 2.91 -1.13 -2.11
H 4.63 -0.87 -0.98
H 4.23 -2.51 -1.54
H 6.12 -1.38 -2.82
H 4.99 -0.12 -3.27
H 3.66 -2.11 -3.78
H 2.28 -1.24 -1.37
C -1.10 -7.05 0.20
C -2.22 -8.00 -0.22
O -3.19 -7.41 -1.06
O -0.53 -6.53 -1.03
H -0.35 -7.74 0.68
H -1.42 -6.30 0.93
H -2.73 -8.44 0.64
H -1.72 -8.79 -0.73
H -2.66 -7.08 -1.78
H -0.12 -5.65 -0.90
C -3.36 -0.70 4.65
C -4.29 -1.91 4.46
O -3.83 -3.12 5.04
O -3.29 -0.34 6.05
H -3.93 0.07 4.13
H -2.37 -0.76 4.19
H -4.34 -2.11 3.37
H -5.23 -1.61 4.86
H -3.75 -2.99 5.95
H -2.48 0.11 6.29
C 0.48 4.39 7.08
C 0.53 5.11 5.76
O 0.43 4.11 4.74
O 1.08 3.17 6.90
H -0.64 4.20 7.28
H 0.94 5.00 7.87
H 1.48 5.61 5.72
H -0.23 5.89 5.61
H -0.51 4.08 4.52
H 0.65 2.82 6.14
C -5.25 0.82 -2.62
C -4.97 0.19 -1.25
O -4.08 0.91 -0.40
O -6.18 -0.11 -3.24
H -4.40 0.84 -3.28
H -5.68 1.81 -2.48
H -4.55 -0.90 -1.33
H -5.90 0.13 -0.74
H -3.20 0.70 -0.79
H -6.71 -0.39 -2.49
C 1.84 -3.60 0.37
C 1.73 -2.28 1.16
O 1.36 -1.32 0.15
O 0.54 -4.14 0.13
H 2.38 -4.45 0.87
H 2.38 -3.42 -0.58
H 2.65 -1.99 1.61
H 0.91 -2.46 1.81
H 1.09 -0.50 0.54
H -0.06 -3.44 -0.19
C -3.29 -0.77 -5.77
C -4.20 -2.00 -5.58
O -4.57 -2.22 -4.26
O -1.95 -0.95 -5.23
H -3.64 0.13 -5.22
H -3.34 -0.45 -6.84
H -3.82 -2.95 -5.94
H -5.10 -1.98 -6.26
H -5.02 -1.46 -3.82
H -1.55 -1.85 -5.40
C -5.08 -4.58 -1.28
O -5.13 -3.54 -0.68
N -4.68 -4.61 -2.60
N -5.31 -5.76 -0.71
H -4.71 -3.73 -3.10
H -4.94 -5.43 -3.10
H -5.24 -5.76 0.31
H -4.97 -6.53 -1.20
C -1.08 2.58 -4.06
O -2.34 2.58 -4.13
N -0.31 1.58 -4.31
N -0.47 3.79 -3.86
H 0.65 1.68 -3.99
H -0.70 0.74 -4.73
H 0.53 3.78 -3.63
H -1.02 4.50 -3.43
C -3.15 3.40 2.89
O -2.21 4.06 3.29
N -3.80 2.55 3.76
N -3.76 3.47 1.66
H -3.39 2.48 4.72
H -4.71 2.14 3.51
H -3.31 4.00 0.94
H -4.17 2.63 1.27
C 1.21 -3.89 -3.45
O 2.63 -3.81 -3.31
C 3.33 -4.91 -3.75
C 3.40 -6.06 -2.77
N 4.16 -5.92 -1.54
C 5.61 -5.66 -1.68
C 6.17 -5.13 -0.33
O 5.63 -3.87 -0.07
C 5.85 -3.50 1.30
H 0.94 -2.85 -3.29
H 0.72 -4.54 -2.74
H 0.94 -4.32 -4.44
H 4.33 -4.59 -3.89
H 2.98 -5.29 -4.70
H 3.91 -6.84 -3.32
H 2.39 -6.40 -2.57
H 3.72 -5.10 -1.09
H 5.75 -4.86 -2.41
H 6.17 -6.51 -2.09
H 7.28 -5.07 -0.33
H 5.82 -5.77 0.48
H 5.20 -4.16 1.87
H 5.54 -2.50 1.33
H 6.89 -3.67 1.61
C -2.45 -3.60 0.17
O -1.56 -2.83 -0.62
C -2.02 -2.41 -1.90
C -1.26 -1.10 -2.11
N -1.47 -0.18 -0.96
C -0.64 1.02 -1.00
C -0.63 1.68 0.46
O 0.24 1.04 1.41
C -0.06 1.31 2.72
H -3.35 -3.01 0.43
H -1.92 -3.86 1.09
H -2.77 -4.51 -0.30
H -3.12 -2.35 -1.99
H -1.70 -3.09 -2.66
H -1.47 -0.54 -3.03
H -0.22 -1.34 -2.14
H -1.33 -0.67 -0.05
H -1.09 1.79 -1.60
H 0.34 0.85 -1.42
H -1.70 1.67 0.86
H -0.29 2.72 0.42
H 0.32 2.32 2.99
H 0.52 0.60 3.39
H -1.14 1.30 2.95
C 0.35 6.08 0.75
O 1.05 6.39 -0.51
C 1.39 7.71 -0.63
C 1.75 8.11 -2.03
N 3.09 7.79 -2.40
C 4.06 8.83 -2.74
C 4.74 9.18 -1.42
O 5.66 10.26 -1.51
C 5.83 10.98 -0.27
H 0.81 6.69 1.61
H 0.32 5.02 0.91
H -0.65 6.44 0.71
H 2.17 8.17 0.10
H 0.57 8.39 -0.26
H 1.45 9.20 -2.11
H 1.08 7.62 -2.71
H 3.13 6.93 -2.89
H 3.59 9.75 -3.07
H 4.79 8.43 -3.48
H 5.19 8.27 -1.03
H 3.93 9.43 -0.75
H 4.79 11.04 0.18
H 6.27 11.92 -0.46
H 6.50 10.50 0.43
C 2.98 0.67 5.33
O 2.79 1.03 3.93
C 3.25 2.36 3.62
C 3.11 2.62 2.16
N 4.20 2.15 1.32
C 4.43 0.71 1.24
C 5.85 0.57 0.66
O 6.72 1.04 1.72
C 7.95 1.63 1.45
H 2.70 -0.38 5.35
H 2.37 1.18 6.08
H 4.01 0.85 5.62
H 4.29 2.46 3.98
H 2.64 3.05 4.21
H 3.00 3.72 2.09
H 2.13 2.34 1.75
H 5.03 2.57 1.75
H 3.69 0.31 0.53
H 4.35 0.18 2.20
H 6.00 1.16 -0.25
H 5.95 -0.52 0.51
H 8.72 1.02 1.99
H 7.92 2.63 1.80
H 8.24 1.56 0.40
```

Computed properties:
total charge: 0
Kohn-Sham gap: 0.316 Ha
electronic energy: -129245.396 eV
spin multiplicity: 1
LUMO: 0.292 eV

---

No. 5
ORCA calculation (the ωB97M-V functional and the def2-TZVPD basis) on a 27-piece molecular cluster, H54O27 overall.

XYZ file:
```
81
Properties=species:S:1:pos:R:3
O 3.15 0.94 -0.30
H 2.71 1.10 0.48
H 4.07 0.69 -0.23
O 0.79 5.04 -0.77
H 0.43 5.60 -1.47
H 0.06 4.97 -0.15
O 5.86 -0.51 -0.77
H 6.23 -1.38 -0.59
H 5.19 -0.73 -1.44
O -5.88 -1.57 -2.13
H -5.55 -0.67 -1.85
H -5.58 -2.16 -1.42
O 1.30 0.91 -4.16
H 1.39 1.62 -3.51
H 2.06 1.09 -4.73
O -1.90 -1.32 -2.27
H -2.36 -1.71 -3.07
H -0.94 -1.46 -2.51
O 1.69 0.30 1.80
H 2.02 0.35 2.75
H 1.52 -0.64 1.58
O 0.90 -0.46 -1.47
H 0.63 -0.99 -0.68
H 1.83 -0.24 -1.33
O 0.56 -2.08 0.69
H -0.45 -2.21 0.62
H 1.06 -2.75 0.22
O -1.77 -2.18 3.17
H -1.98 -2.12 2.24
H -1.53 -1.29 3.31
O 0.44 2.71 4.86
H 0.72 3.26 4.12
H -0.43 2.42 4.59
O 1.73 -2.02 5.44
H 1.88 -2.48 6.25
H 1.34 -2.66 4.80
O -2.08 -1.65 0.40
H -2.52 -0.81 0.57
H -1.96 -1.62 -0.68
O 1.85 2.54 -2.20
H 2.07 3.48 -1.99
H 2.48 2.06 -1.61
O -0.97 1.61 -1.35
H -0.29 2.33 -1.33
H -0.48 0.88 -1.72
O -3.77 -1.84 -4.00
H -3.90 -1.82 -4.98
H -4.69 -1.97 -3.58
O -0.79 0.81 3.01
H -1.38 1.33 2.48
H 0.03 0.70 2.40
O 1.35 3.80 1.96
H 1.88 4.32 1.40
H 0.75 3.29 1.43
O -4.37 -2.93 -0.21
H -3.45 -2.65 -0.05
H -4.72 -3.43 0.56
O 4.01 -1.04 -2.76
H 3.77 -1.97 -2.61
H 3.15 -0.67 -2.70
O 0.40 -1.76 -3.87
H -0.02 -1.79 -4.75
H 0.79 -0.81 -3.95
O -1.32 4.81 0.93
H -1.90 3.99 0.99
H -0.65 4.63 1.62
O -3.35 0.75 -0.61
H -3.81 0.37 -1.39
H -2.52 1.00 -1.14
O 2.39 0.44 4.25
H 2.23 -0.44 4.62
H 1.61 0.98 4.48
O 0.40 -3.89 3.57
H -0.41 -3.28 3.57
H 0.14 -4.58 4.21
O -2.77 2.52 1.37
H -3.51 2.77 1.92
H -3.11 1.94 0.66
O 2.77 -3.34 -3.27
H 3.35 -3.72 -3.92
H 2.12 -2.72 -3.80
```

Computed properties:
ΔE to the lowest compared entry with this formula, charge and spin: 21.3 kcal/mol
total charge: 0
Kohn-Sham gap: 0.396 Ha
electronic energy: -56163.788 eV
spin multiplicity: 1
LUMO: 0.004 eV

---

No. 6
ORCA calculation (the ωB97M-V functional and the def2-TZVPD basis) on C8H11IO2 in the gas phase.

XYZ file:
```
22
Properties=species:S:1:pos:R:3
C -0.68 -1.06 1.02
C 0.37 -1.63 0.37
C 0.99 -2.90 0.70
C 1.22 -1.13 -1.85
C -1.26 0.19 0.60
C -1.44 2.61 -0.01
C 0.70 1.73 0.79
C -0.71 1.41 0.44
O 1.95 -3.45 0.23
O 1.11 -0.77 -0.49
I -3.31 -0.13 -0.13
H -1.22 -1.85 1.56
H 0.30 -3.60 1.31
H 1.47 -0.14 -2.26
H 2.05 -1.81 -2.05
H -1.04 3.48 0.45
H -2.53 2.53 -0.07
H -1.19 2.64 -1.12
H 0.61 2.18 1.72
H 1.27 2.40 0.12
H 1.13 0.75 0.79
H 0.23 -1.47 -2.13
```

Computed properties:
ΔE to the lowest compared entry with this formula, charge and spin: 1.2 kcal/mol
total charge: 0
SMILES: CO/C(C=O)=C\C(I)=C(C)C
Kohn-Sham gap: 0.303 Ha
electronic energy: -20666.978 eV
spin multiplicity: 1
LUMO: -0.603 eV

---

Repeat the fifth record exactly.
ORCA calculation (the ωB97M-V functional and the def2-TZVPD basis) on a 27-piece molecular cluster, H54O27 overall.

XYZ file:
```
81
Properties=species:S:1:pos:R:3
O 3.15 0.94 -0.30
H 2.71 1.10 0.48
H 4.07 0.69 -0.23
O 0.79 5.04 -0.77
H 0.43 5.60 -1.47
H 0.06 4.97 -0.15
O 5.86 -0.51 -0.77
H 6.23 -1.38 -0.59
H 5.19 -0.73 -1.44
O -5.88 -1.57 -2.13
H -5.55 -0.67 -1.85
H -5.58 -2.16 -1.42
O 1.30 0.91 -4.16
H 1.39 1.62 -3.51
H 2.06 1.09 -4.73
O -1.90 -1.32 -2.27
H -2.36 -1.71 -3.07
H -0.94 -1.46 -2.51
O 1.69 0.30 1.80
H 2.02 0.35 2.75
H 1.52 -0.64 1.58
O 0.90 -0.46 -1.47
H 0.63 -0.99 -0.68
H 1.83 -0.24 -1.33
O 0.56 -2.08 0.69
H -0.45 -2.21 0.62
H 1.06 -2.75 0.22
O -1.77 -2.18 3.17
H -1.98 -2.12 2.24
H -1.53 -1.29 3.31
O 0.44 2.71 4.86
H 0.72 3.26 4.12
H -0.43 2.42 4.59
O 1.73 -2.02 5.44
H 1.88 -2.48 6.25
H 1.34 -2.66 4.80
O -2.08 -1.65 0.40
H -2.52 -0.81 0.57
H -1.96 -1.62 -0.68
O 1.85 2.54 -2.20
H 2.07 3.48 -1.99
H 2.48 2.06 -1.61
O -0.97 1.61 -1.35
H -0.29 2.33 -1.33
H -0.48 0.88 -1.72
O -3.77 -1.84 -4.00
H -3.90 -1.82 -4.98
H -4.69 -1.97 -3.58
O -0.79 0.81 3.01
H -1.38 1.33 2.48
H 0.03 0.70 2.40
O 1.35 3.80 1.96
H 1.88 4.32 1.40
H 0.75 3.29 1.43
O -4.37 -2.93 -0.21
H -3.45 -2.65 -0.05
H -4.72 -3.43 0.56
O 4.01 -1.04 -2.76
H 3.77 -1.97 -2.61
H 3.15 -0.67 -2.70
O 0.40 -1.76 -3.87
H -0.02 -1.79 -4.75
H 0.79 -0.81 -3.95
O -1.32 4.81 0.93
H -1.90 3.99 0.99
H -0.65 4.63 1.62
O -3.35 0.75 -0.61
H -3.81 0.37 -1.39
H -2.52 1.00 -1.14
O 2.39 0.44 4.25
H 2.23 -0.44 4.62
H 1.61 0.98 4.48
O 0.40 -3.89 3.57
H -0.41 -3.28 3.57
H 0.14 -4.58 4.21
O -2.77 2.52 1.37
H -3.51 2.77 1.92
H -3.11 1.94 0.66
O 2.77 -3.34 -3.27
H 3.35 -3.72 -3.92
H 2.12 -2.72 -3.80
```

Computed properties:
ΔE to the lowest compared entry with this formula, charge and spin: 21.3 kcal/mol
total charge: 0
Kohn-Sham gap: 0.396 Ha
electronic energy: -56163.788 eV
spin multiplicity: 1
LUMO: 0.004 eV

---

> Which value of Kohn-Sham gap does entry 1 give?

0.326 Ha

---

> Which value of electronic energy does entry 5 give?

-56163.788 eV